{"formula": "C14H25I2OP2Ti", "method": "ωB97M-V with the def2-TZVPD basis set", "e_above_lowest_kj_mol": 0.0, "lumo_ev": [-8.7, -10.1], "multiplicity": 2, "total_energy_ev": -74850.6236, "total_charge": 2, "fmax_ha_per_bohr": 0.0761, "s2": 0.78, "gap_ha": [0.243, 0.195], "symbols": ["I", "I", "Ti", "P", "C", "C", "H", "H", "H", "H", "H", "H", "C", "H", "H", "H", "P", "C", "C", "H", "H", "H", "C", "H", "H", "H", "H", "H", "H", "C", "O", "C", "C", "C", "C", "C", "C", "C", "H", "H", "H", "H", "H", "H", "H"], "positions_angstrom": [[3.75, 1.54, -0.08], [1.13, -2.69, -0.94], [1.35, 0.00, -0.31], [1.32, -0.43, 2.13], [2.96, -0.38, 2.91], [0.32, 0.67, 3.18], [0.56, 0.43, 4.22], [0.64, -2.14, 3.69], [-0.75, 0.51, 2.99], [-0.30, -2.24, 2.16], [3.45, 0.57, 2.68], [0.57, 1.72, 2.97], [0.69, -2.08, 2.59], [2.85, -0.51, 4.00], [1.37, -2.84, 2.19], [3.57, -1.20, 2.50], [1.22, 0.84, -2.68], [2.76, 1.35, -3.48], [0.54, -0.39, -3.84], [-0.88, 2.07, -2.55], [0.04, 2.42, -4.05], [0.53, 3.16, -2.48], [0.12, 2.27, -2.96], [-0.43, -0.77, -3.49], [0.43, 0.09, -4.83], [2.54, 1.76, -4.47], [3.41, 0.47, -3.58], [1.23, -1.24, -3.91], [3.28, 2.09, -2.85], [1.08, 2.13, 0.27], [0.81, 3.22, 0.55], [-0.83, 0.29, -0.19], [-2.00, -0.45, 0.35], [-2.43, -1.68, -0.18], [-3.66, -2.22, 0.21], [-4.47, -1.54, 1.13], [-4.02, -0.35, 1.70], [-2.80, 0.18, 1.33], [-0.62, 0.01, -1.25], [-1.02, 1.37, -0.09], [-1.80, -2.19, -0.91], [-4.00, -3.15, -0.24], [-5.44, -1.96, 1.41], [-4.63, 0.16, 2.45], [-2.45, 1.13, 1.75]]}